Below is the ion C8H11N4 with charge +1 in a non-equilibrium geometry, with properties calculated with wB97M-V/def2-TZVPD.

The value obtained for the orbital gap (spin up / spin down) is 6.4899 / 6.4911 eV. As for the net charge: +1. For the energy above the lowest of the compared OMol25 structures with the same formula, charge and spin, the calculation gives 216.0 kJ/mol. As for the LUMO energy (spin up / spin down): -4.382 / -4.381 eV. The calculation puts the HOMO energy (spin up / spin down) at -10.87 / -10.87 eV.

Each line ends with the Löwdin charge.
Positions of all 23 atoms, in Å:
C 2.05 -0.71 -1.29  0.012
C 1.12 -0.75 -0.24  -0.152
C -0.02 -1.43 -0.81  -0.251
C -1.42 0.78 0.51  -0.049
C -1.35 -1.63 -0.18  -0.118
C -2.14 -0.29 -0.16  -0.145
C -1.27 3.16 1.04  -0.002
C 1.22 -0.29 1.08  -0.037
N 0.23 -1.74 -2.05  0.125
N -1.47 1.96 0.69  -0.010
N 1.47 -1.32 -2.32  0.031
N 2.16 0.52 1.53  0.208
H 3.05 -0.33 -1.35  0.134
H -1.90 -2.35 -0.77  0.127
H -1.24 -2.00 0.84  0.121
H -3.09 -0.46 0.36  0.134
H -2.37 0.00 -1.19  0.135
H -0.75 3.82 0.37  0.070
H -1.69 3.53 1.96  0.074
H 0.48 -0.62 1.80  0.140
H 1.86 -1.52 -3.23  0.179
H 2.85 0.90 0.90  0.136
H 2.21 0.76 2.50  0.139


Below is a structure of composition C37H56AlAsBN9O in a non-equilibrium geometry, with properties calculated with wB97M-V/def2-TZVPD.

The value obtained for the orbital gap is 9.3473 eV. As for the net charge: +2. For the energy above the lowest of the compared OMol25 structures with the same formula, charge and spin, the calculation gives 25.9 kJ/mol. As for the LUMO energy: -4.312 eV. The calculation puts the HOMO energy at -13.66 eV.

Each line ends with the Löwdin charge.
Positions of all 106 atoms, in Å:
Al -0.41 -0.12 1.13  -0.058
C 1.23 2.72 2.15  -0.022
N 1.14 2.12 3.46  -0.061
C 2.01 2.62 4.53  -0.090
C 1.83 1.56 5.62  -0.090
N 0.71 0.73 5.14  -0.047
C 0.65 -0.62 5.71  -0.018
C 0.41 1.05 3.85  -0.318
N -0.49 0.47 3.07  0.053
C -1.41 -0.53 3.67  -0.176
C -2.51 -0.82 2.67  -0.166
N -1.87 -1.35 1.42  0.088
C -2.40 -2.43 0.88  -0.311
N -3.68 -2.84 1.05  -0.061
C -4.85 -2.03 1.36  -0.031
C -3.88 -4.17 0.46  -0.077
C -2.64 -4.35 -0.42  -0.080
N -1.75 -3.29 0.07  -0.058
C -0.32 -3.38 -0.16  -0.010
H 2.28 2.88 1.92  0.100
H 0.71 3.68 2.10  0.105
H 0.83 2.07 1.39  0.036
H 1.68 3.61 4.85  0.131
H 3.04 2.68 4.18  0.127
H 1.60 2.00 6.59  0.130
H 2.72 0.95 5.72  0.124
H 1.17 -0.58 6.67  0.100
H 1.16 -1.35 5.08  0.102
H -0.36 -0.95 5.91  0.076
H -1.86 -0.17 4.60  0.133
H -0.90 -1.48 3.88  0.116
H -3.06 0.10 2.46  0.111
H -3.19 -1.54 3.11  0.122
H -4.57 -0.99 1.53  0.057
H -5.37 -2.41 2.24  0.108
H -5.54 -2.06 0.52  0.092
H -4.81 -4.19 -0.11  0.128
H -3.94 -4.93 1.24  0.132
H -2.85 -4.23 -1.48  0.129
H -2.18 -5.32 -0.28  0.129
H 0.01 -4.41 -0.05  0.108
H 0.21 -2.78 0.57  0.048
H -0.06 -3.04 -1.16  0.078
C -4.35 0.31 -0.90  -0.042
C -2.92 0.41 -1.41  -0.188
N -2.42 1.80 -1.34  -0.036
C -2.73 2.67 -2.51  -0.176
C -1.52 3.34 -3.16  -0.050
C -1.93 2.30 -0.19  -0.341
C -1.92 3.79 0.02  0.030
N -1.50 1.53 0.78  0.140
H -4.72 -0.72 -0.97  0.071
H -5.02 0.94 -1.49  0.089
H -4.41 0.64 0.14  0.075
H -2.87 0.09 -2.44  0.106
H -2.27 -0.23 -0.84  0.066
H -3.49 3.41 -2.24  0.119
H -3.21 2.01 -3.23  0.118
H -1.32 4.32 -2.74  0.075
H -1.69 3.48 -4.23  0.090
H -0.63 2.72 -3.04  0.052
H -2.76 4.28 -0.48  0.090
H -1.00 4.22 -0.36  0.095
H -1.98 4.00 1.09  0.096
H -1.36 2.07 1.62  0.068
O 0.24 -0.05 -0.54  -0.324
As 1.46 -0.22 -1.71  1.341
C 1.76 1.53 -2.39  -0.325
C 2.05 2.55 -1.49  -0.087
C 2.31 3.82 -1.96  -0.054
C 2.30 4.07 -3.33  -0.048
C 2.02 3.04 -4.23  -0.055
C 1.76 1.76 -3.76  -0.091
C 0.79 -1.31 -3.12  -0.315
C -0.35 -0.89 -3.81  -0.106
C -0.83 -1.64 -4.87  -0.056
C -0.17 -2.81 -5.25  -0.048
C 0.97 -3.22 -4.57  -0.048
C 1.46 -2.47 -3.50  -0.079
C 3.14 -0.94 -1.15  -0.314
C 3.24 -2.13 -0.45  -0.128
C 4.49 -2.66 -0.18  -0.065
C 5.63 -2.00 -0.62  -0.043
C 5.52 -0.81 -1.33  -0.041
C 4.27 -0.27 -1.60  -0.075
H 2.08 2.34 -0.42  0.087
H 2.54 4.62 -1.27  0.116
H 2.52 5.06 -3.70  0.119
H 2.02 3.24 -5.30  0.120
H 1.55 0.96 -4.46  0.108
H -0.84 0.03 -3.53  0.092
H -1.71 -1.32 -5.42  0.116
H -0.53 -3.39 -6.09  0.119
H 1.49 -4.12 -4.87  0.118
H 2.35 -2.79 -2.99  0.104
H 2.35 -2.64 -0.09  0.091
H 4.58 -3.58 0.38  0.124
H 6.61 -2.41 -0.41  0.122
H 6.41 -0.29 -1.67  0.119
H 4.19 0.66 -2.14  0.104
B 3.82 -0.20 2.22  -0.373
C 2.36 -0.67 1.95  -0.136
N 1.26 -0.96 1.72  0.185
H 4.61 -1.09 2.01  0.029
H 3.94 0.71 1.41  0.037
H 3.87 0.21 3.37  0.021


Below is a cluster of 2 separate species, C5H11N5O2 in total in a non-equilibrium geometry, with properties calculated with wB97M-V/def2-TZVPD.

The value obtained for the orbital gap is 9.5974 eV. For the energy above the lowest of the compared OMol25 structures with the same formula, charge and spin, the calculation gives 346.0 kJ/mol. As for the LUMO energy: 0.661 eV. The calculation puts the HOMO energy at -8.94 eV. The structure (SMILES) is N=c1[nH]nn[nH]1.C[C@@H](O)CC=O.

Each line ends with the Löwdin charge.
Positions of all 23 atoms, in Å:
C 3.16 0.44 0.01  -0.504
C -1.36 0.94 -0.49  -0.062
C -1.97 -0.45 -0.58  -0.431
C -2.79 -0.86 0.65  -0.119
C -4.10 -0.12 0.77  -0.252
H 2.18 2.06 -0.21  0.037
H 4.63 1.73 0.73  0.156
H 2.54 -1.57 0.03  0.159
H -0.61 0.93 0.31  0.063
H -2.10 1.71 -0.29  0.076
H -0.84 1.18 -1.41  0.076
H -2.63 -0.52 -1.48  0.147
H -0.39 -1.24 -1.49  0.089
H -2.24 -0.72 1.60  0.131
H -3.01 -1.94 0.61  0.129
H -4.69 -0.36 1.69  0.121
N 2.03 1.05 -0.24  0.092
N 4.44 0.86 0.24  0.063
N 5.28 -0.21 0.27  -0.002
N 4.59 -1.25 0.08  -0.002
N 3.31 -0.91 -0.04  0.064
O -0.91 -1.42 -0.70  -0.075
O -4.52 0.67 -0.04  0.047


Below is an isolated molecule of C4H10NOP in a non-equilibrium geometry, with properties calculated with wB97M-V/def2-TZVPD.

The value obtained for the orbital gap is 8.6636 eV. For the energy above the lowest of the compared OMol25 structures with the same formula, charge and spin, the calculation gives 190.7 kJ/mol. As for the LUMO energy: 0.828 eV. The calculation puts the HOMO energy at -7.84 eV. The structure (SMILES) is CN=[P@H]1CCCO1.

Each line ends with the Löwdin charge.
Positions of all 17 atoms, in Å:
C -2.12 -0.32 -0.04  -0.193
C -1.34 -1.62 -0.31  -0.239
C -0.96 0.72 0.05  -0.241
C 3.02 -0.42 -0.55  -0.240
N 2.07 0.22 0.37  -0.325
O 0.01 -1.64 0.20  -0.273
P 0.56 -0.20 0.74  0.751
H -2.75 -0.11 -0.84  0.080
H -2.60 -0.37 1.01  0.137
H -1.96 -2.44 0.00  0.104
H -1.27 -1.80 -1.36  0.104
H -0.60 0.98 -0.96  0.091
H -1.22 1.63 0.54  0.059
H 2.50 -0.92 -1.40  0.060
H 3.47 0.54 -1.04  0.083
H 3.78 -0.93 -0.06  0.022
H 0.69 -0.14 2.13  0.019


Below is an isolated molecule of C2H6N2O in a non-equilibrium geometry, with properties calculated with wB97M-V/def2-TZVPD.

The value obtained for the orbital gap is 9.7565 eV. For the energy above the lowest of the compared OMol25 structures with the same formula, charge and spin, the calculation gives 556.2 kJ/mol. As for the LUMO energy: 0.719 eV. The calculation puts the HOMO energy at -9.04 eV. The structure (SMILES) is [H]/N=C/N(C)O.

Each line ends with the Löwdin charge.
Positions of all 11 atoms, in Å:
C -0.62 1.04 0.01  -0.147
C 0.76 -0.77 0.05  -0.263
H 0.41 1.46 -0.26  0.092
H -1.40 1.87 -0.40  0.145
H -0.63 1.28 1.00  0.044
H -1.68 -1.46 -0.85  0.213
H 0.50 -1.76 0.54  0.141
H 2.78 -0.46 0.47  0.110
N -0.41 -0.27 -0.39  -0.281
N 1.92 -0.10 -0.23  0.025
O -1.63 -0.83 0.07  -0.077


Below is a cluster of 2 separate species, C11H23BN3O6 in total in a non-equilibrium geometry, with properties calculated with wB97M-V/def2-TZVPD.

The value obtained for the orbital gap is 8.5832 eV. As for the net charge: +1. For the energy above the lowest of the compared OMol25 structures with the same formula, charge and spin, the calculation gives 230.5 kJ/mol. As for the LUMO energy: -2.889 eV. The calculation puts the HOMO energy at -11.47 eV.

Each line ends with the Löwdin charge.
Positions of all 44 atoms, in Å:
C 3.69 -1.44 3.33  -0.089
O 3.79 -1.20 1.91  0.008
B 3.43 0.17 1.58  -0.569
O 2.88 0.33 0.24  0.106
O 3.65 1.27 2.48  0.182
C 2.65 2.26 2.40  -0.359
O 2.40 2.97 1.42  0.136
N 1.82 2.53 3.63  -0.087
O 2.73 2.36 4.68  -0.035
C 0.83 1.41 3.78  -0.159
C -0.25 1.35 2.58  -0.119
C -1.01 -0.07 2.72  -0.237
O -1.08 -0.77 1.44  -0.118
H 3.87 -2.58 3.48  0.109
H 4.52 -0.93 3.95  0.118
H 2.64 -1.26 3.77  0.088
H 1.92 0.15 0.32  0.085
H 2.23 2.28 5.53  0.122
H 1.33 0.38 3.83  0.103
H 0.24 1.61 4.75  0.151
H -0.99 2.22 2.71  0.127
H 0.21 1.46 1.54  0.105
H -2.04 0.11 3.19  0.129
H -0.46 -0.76 3.45  0.121
H -1.01 -1.71 1.67  0.090
C -0.06 1.11 -2.92  -0.054
C -0.61 -0.16 -2.30  -0.161
N -1.53 -0.86 -3.21  -0.043
C -1.44 -2.19 -3.59  0.019
C -2.52 -2.45 -4.38  0.012
N -3.24 -1.27 -4.46  -0.093
C -2.63 -0.33 -3.75  -0.005
C -4.48 -1.07 -5.20  0.026
H -0.86 1.82 -3.16  0.075
H 0.62 1.61 -2.22  0.091
H 0.49 0.90 -3.84  0.092
H -1.15 0.06 -1.38  0.125
H 0.22 -0.83 -2.05  0.131
H -0.62 -2.79 -3.23  0.141
H -2.87 -3.33 -4.89  0.140
H -2.96 0.69 -3.63  0.176
H -4.31 -0.32 -5.97  0.108
H -5.25 -0.73 -4.52  0.108
H -4.80 -2.00 -5.67  0.105


- Which formula does entry 4 have?
  C4H10NOP


- What is the energy above the lowest of the compared OMol25 structures with the same formula, charge and spin in the fourth record?
  190.7 kJ/mol


What did the third record say?
Below is a cluster of 2 separate species, C5H11N5O2 in total in a non-equilibrium geometry, with properties calculated with wB97M-V/def2-TZVPD.

The value obtained for the orbital gap is 9.5974 eV. For the energy above the lowest of the compared OMol25 structures with the same formula, charge and spin, the calculation gives 346.0 kJ/mol. As for the LUMO energy: 0.661 eV. The calculation puts the HOMO energy at -8.94 eV. The structure (SMILES) is N=c1[nH]nn[nH]1.C[C@@H](O)CC=O.

Each line ends with the Löwdin charge.
Positions of all 23 atoms, in Å:
C 3.16 0.44 0.01  -0.504
C -1.36 0.94 -0.49  -0.062
C -1.97 -0.45 -0.58  -0.431
C -2.79 -0.86 0.65  -0.119
C -4.10 -0.12 0.77  -0.252
H 2.18 2.06 -0.21  0.037
H 4.63 1.73 0.73  0.156
H 2.54 -1.57 0.03  0.159
H -0.61 0.93 0.31  0.063
H -2.10 1.71 -0.29  0.076
H -0.84 1.18 -1.41  0.076
H -2.63 -0.52 -1.48  0.147
H -0.39 -1.24 -1.49  0.089
H -2.24 -0.72 1.60  0.131
H -3.01 -1.94 0.61  0.129
H -4.69 -0.36 1.69  0.121
N 2.03 1.05 -0.24  0.092
N 4.44 0.86 0.24  0.063
N 5.28 -0.21 0.27  -0.002
N 4.59 -1.25 0.08  -0.002
N 3.31 -0.91 -0.04  0.064
O -0.91 -1.42 -0.70  -0.075
O -4.52 0.67 -0.04  0.047